Density functional theory data (ωB97M-V/def2-TZVPD) for C43H70N2PPtS as an isolated structure in a non-equilibrium geometry.

Cartesian coordinates (Å):
1 Pt 0.205 -0.258 1.897
2 C 0.893 -1.661 3.795
3 C 1.733 -1.908 2.732
4 C 1.444 -3.307 2.242
5 C 0.415 -3.828 2.990
6 C 0.137 -2.899 3.993
7 H 1.026 -0.905 4.546
8 H 2.675 -1.419 2.528
9 H 2.058 -3.802 1.505
10 H -0.003 -4.820 2.920
11 H -0.476 -3.105 4.858
12 C 1.375 1.203 -4.748
13 C 0.199 1.869 -4.009
14 C -1.110 1.667 -4.768
15 C 0.161 1.381 -2.594
16 C -0.734 0.389 -2.170
17 C -0.972 0.120 -0.852
18 C -2.135 -0.869 -0.686
19 C -3.457 -0.084 -0.597
20 C -1.967 -1.968 0.371
21 C -0.279 0.948 0.244
22 C 0.971 1.637 -0.309
23 C 1.064 1.875 -1.655
24 C 2.154 2.252 0.441
25 C 2.705 1.560 1.685
26 C 1.921 3.768 0.597
27 C -1.345 2.060 0.557
28 C -1.743 2.993 -0.396
29 C -2.803 3.849 -0.153
30 C -3.505 3.780 1.043
31 C -3.099 2.885 2.013
32 C -2.011 2.035 1.788
33 P -1.324 1.015 3.112
34 C -0.632 2.250 4.379
35 C 0.457 3.089 3.711
36 C -1.690 3.257 4.866
37 C -0.039 1.505 5.577
38 C -2.770 0.010 3.871
39 C -3.506 0.679 5.039
40 C -2.246 -1.325 4.387
41 C -3.809 -0.297 2.791
42 H 1.410 1.576 -5.770
43 H 1.236 0.120 -4.794
44 H 2.337 1.420 -4.282
45 H 0.425 2.940 -3.952
46 H -1.249 0.625 -5.064
47 H -1.094 2.261 -5.680
48 H -1.979 1.978 -4.186
49 H -1.321 -0.125 -2.918
50 H -2.178 -1.375 -1.653
51 H -3.540 0.515 0.302
52 H -4.294 -0.782 -0.631
53 H -3.544 0.589 -1.451
54 H -1.513 -1.494 1.233
55 H -1.289 -2.750 0.055
56 H -2.918 -2.426 0.637
57 H 1.882 2.488 -2.022
58 H 2.966 2.156 -0.286
59 H 2.052 1.589 2.550
60 H 3.642 2.050 1.953
61 H 2.958 0.520 1.463
62 H 0.973 4.006 1.065
63 H 1.928 4.258 -0.376
64 H 2.718 4.206 1.197
65 H -1.239 3.063 -1.348
66 H -3.093 4.568 -0.908
67 H -4.350 4.430 1.222
68 H -3.630 2.851 2.954
69 H 0.273 3.217 2.650
70 H 1.449 2.674 3.865
71 H 0.460 4.083 4.159
72 H -1.969 3.948 4.071
73 H -1.206 3.852 5.643
74 H -2.583 2.836 5.302
75 H 0.716 0.785 5.271
76 H -0.788 1.002 6.188
77 H 0.469 2.228 6.218
78 H -2.863 0.929 5.878
79 H -4.241 -0.042 5.404
80 H -4.063 1.561 4.731
81 H -1.497 -1.190 5.168
82 H -1.847 -1.916 3.555
83 H -3.075 -1.889 4.816
84 H -4.331 0.588 2.438
85 H -4.554 -0.964 3.229
86 H -3.370 -0.809 1.942
87 C -1.115 -2.187 -6.620
88 C -0.374 -3.070 -5.628
89 C -0.237 -2.404 -4.262
90 C 0.485 -3.304 -3.270
91 N 0.621 -2.758 -1.912
92 C 1.541 -1.897 -1.516
93 S 1.776 -1.437 0.172
94 N 2.448 -1.466 -2.371
95 C 3.702 -0.738 -2.107
96 C 4.835 -1.301 -2.963
97 C 5.567 -2.488 -2.338
98 C 4.683 -3.690 -2.036
99 H -1.218 -2.680 -7.584
100 H -0.579 -1.250 -6.791
101 H -2.118 -1.947 -6.263
102 H 0.621 -3.311 -6.015
103 H -0.897 -4.023 -5.512
104 H -1.229 -2.156 -3.871
105 H 0.307 -1.458 -4.370
106 H 1.485 -3.562 -3.632
107 H -0.037 -4.255 -3.161
108 H -0.060 -3.029 -1.228
109 H 2.340 -1.779 -3.328
110 H 3.932 -0.841 -1.047
111 H 3.534 0.319 -2.317
112 H 5.540 -0.493 -3.158
113 H 4.435 -1.584 -3.944
114 H 6.062 -2.153 -1.422
115 H 6.366 -2.789 -3.017
116 H 3.914 -3.459 -1.291
117 H 5.271 -4.515 -1.639
118 H 4.185 -4.055 -2.939

Gap between HOMO and LUMO (spin up / spin down) (eV): 5.409 / 5.412
Calculated total energy (eV): -72051.46279
Energy above the lowest of the compared OMol25 structures with the same formula, charge and spin (kJ/mol): 84.7
LUMO energy (spin up / spin down) (eV): -11.2 / -11.2
Total charge: +3
HOMO (spin up / spin down) (Ha): -0.6112 / -0.6112